No. 1
Here is a 14-piece molecular cluster, C36H62F6O42PS8 overall from the Open Molecules 2025 dataset. Energies are from wB97M-V/def2-TZVPD.

- total charge = -1
- energy (hartree) = -8695.1429
- largest force on an atom (eV/A) = 5.94
- gap between HOMO and LUMO (eV) = 9.471

The geometry in XYZ format:
```
155
Properties=species:S:1:pos:R:3:mulliken_charge:R:1
S 2.8499 5.8634 2.6688 0.93
S -2.3640 5.6844 2.7978 1.12
S -3.8290 -0.8036 -5.7074 1.02
S 4.5720 0.0507 -4.4945 1.00
S 4.1737 -3.5899 2.9833 1.11
S -5.9333 3.4131 -1.1514 1.09
S -3.6835 -7.5399 -2.7340 1.00
S -0.1628 4.6357 -4.6864 1.08
P 0.0457 0.7047 0.3097 1.79
F 1.5457 0.5600 -0.3106 -0.43
F 0.6065 0.9003 1.8208 -0.52
F -0.5868 0.5306 -1.1857 -0.39
F 0.1153 2.3201 0.0866 -0.44
F 0.0014 -0.8956 0.6988 -0.17
F -1.4709 0.9104 0.8483 -0.72
O 0.1465 5.0107 -6.0472 -0.59
O -1.8967 5.8808 1.4250 -0.48
O 0.9667 -4.2879 -4.7132 -0.70
O -5.0841 -7.8505 -2.5325 -0.54
O 4.1221 -4.9957 3.2579 -0.59
O 2.8662 -2.7390 3.5888 -0.36
O -6.7553 2.5027 -1.9547 -0.54
O -6.1096 3.4735 0.2806 -0.54
O -6.6185 -0.5669 0.0876 -0.70
O -1.2652 5.3415 -3.9910 -0.52
O -3.0895 -6.7941 -1.4043 -0.34
O -4.0182 0.7590 -6.2795 -0.43
O 1.8253 -1.2962 5.9484 -0.64
O 7.2263 -0.6415 0.7908 -0.62
O -0.3353 3.0565 -4.5334 -0.13
O -3.4161 -0.3306 -4.1295 -0.16
O -2.3758 6.7807 3.8088 -0.60
O 5.2938 0.7392 -5.5580 -0.56
O 5.6443 0.6678 1.6036 -0.17
O 1.5563 6.5016 2.9848 -0.48
O -5.1511 -1.1599 1.5468 -0.41
O -1.7234 4.3121 3.4858 -0.41
O 1.3005 4.7159 -3.8221 -0.51
O 3.5591 -0.9637 -4.8350 -0.46
O -4.3502 3.1850 -1.4538 -0.05
O -3.4511 -6.1440 -3.5841 -0.39
O 5.6669 -0.4504 -3.3833 -0.36
O -2.6991 -1.3862 -6.3782 -0.54
O -2.8478 -8.6034 -3.2124 -0.53
O -0.2528 -2.1250 5.4704 -0.30
O -5.8814 4.9845 -1.8084 -0.43
O -5.1849 -1.5129 -5.6769 -0.57
O 5.3825 -2.9506 3.5888 -0.62
O -1.7073 -3.9988 2.3330 -0.53
O 2.7890 4.2651 3.0509 -0.39
O 0.7070 -3.3430 -2.6960 -0.34
O 3.9436 1.1987 -3.4564 -0.41
O -0.2904 -5.4563 1.6316 -0.27
O -3.8618 4.9089 2.7562 -0.41
O 3.8787 -3.1171 1.4272 -0.42
O 4.0831 6.3600 3.2117 -0.54
O 2.9695 5.5068 1.0448 -0.46
C -0.7474 -4.6784 2.5873 0.33
C -3.3715 -1.6446 0.1953 0.77
C -3.6652 4.3216 -1.9507 0.06
C -2.2687 -5.5815 -1.6718 0.54
C 2.5722 -1.6445 2.8180 0.65
C -1.5645 -1.6586 5.2719 -0.37
C 0.9802 -6.0548 3.4821 -0.72
C 0.6500 -3.3078 -4.0433 0.18
C 6.2301 0.8756 3.8066 -0.59
C 2.0628 3.5708 2.0058 1.83
C -3.7884 -1.4771 1.6507 -0.23
C 0.4486 -2.0395 -2.1436 1.66
C 5.3097 1.3971 2.7449 0.24
C -2.2587 -5.4850 -3.1980 0.11
C 3.2375 -1.8769 1.4108 1.35
C -4.6153 5.4839 -1.6589 -0.59
C 1.0036 -6.0167 1.9549 -0.16
C 2.2184 4.3921 0.7104 0.54
C -5.4400 -0.6520 0.4106 0.39
C 0.0268 -4.9114 3.9075 0.12
C 0.8437 2.4219 -3.9244 0.92
C -3.2264 1.0989 -4.0607 0.54
C 0.1326 -1.9614 -4.5700 -0.04
C 5.3397 -0.0473 -2.0372 -0.29
C 0.6726 -1.1196 5.5737 0.38
C 1.5385 3.4892 -3.1393 -0.07
C 0.1527 0.2155 5.1989 0.45
C -2.2090 3.2453 2.6778 0.37
C 0.3301 -1.1284 -3.3494 2.40
C 7.4652 0.3191 3.0945 -0.60
C -3.1538 1.5675 -5.5060 -0.44
C -3.6969 3.4851 2.6947 0.08
C -4.2111 -0.5569 -0.4402 0.35
C -1.4021 -0.1152 5.0101 0.39
C 6.8547 0.0446 1.7167 0.49
C 4.0217 0.6970 -2.1127 0.18
H 0.4490 -6.9423 3.8262 0.32
H 0.4081 1.6064 -3.3469 -0.82
H 2.5306 -1.9502 0.5844 -0.64
H -4.1271 3.1019 3.6200 0.39
H -2.0645 2.2328 3.0548 -0.33
H -2.3510 -1.3257 -0.0166 -0.29
H 1.3180 -0.6763 -3.4371 -1.26
H -2.2848 -4.4647 -3.5807 0.07
H 5.7296 0.0669 4.3391 0.22
H -4.0602 1.5708 -3.5410 0.05
H -3.5708 2.5740 -5.5405 0.37
H -1.3094 -5.8802 -1.2491 0.04
H -2.2342 1.5652 -6.0912 0.28
H -3.7439 -2.4224 2.1915 0.22
H 6.0875 0.6206 -1.6097 0.35
H -4.5292 5.9027 -0.6563 0.30
H 5.3775 -0.9012 -1.3608 0.27
H 0.2693 1.0239 5.9207 0.44
H -0.5123 -2.0772 -1.6303 -0.31
H -0.3218 -0.2567 -3.2929 -0.98
H 1.5464 2.0387 -4.6643 0.18
H 0.6319 -4.0384 4.1521 -0.28
H -2.6164 -4.6726 -1.1808 -0.25
H -1.7464 3.3129 1.6932 0.16
H 2.3765 2.5290 1.9398 -0.77
H 1.1716 -6.9713 1.4563 0.34
H 0.6049 0.4889 4.2456 -0.48
H 7.9064 -0.5218 3.6296 0.32
H -3.4952 4.2308 -3.0235 0.10
H -3.2729 -0.7264 2.2497 -0.17
H 6.4613 1.6906 4.4926 0.43
H 1.0105 3.4102 2.2402 -0.62
H -2.1093 0.3343 5.7072 0.55
H -4.2549 6.1673 -2.4278 0.43
H 3.9437 1.2541 -1.1790 0.32
H -0.9133 -2.1498 -4.8126 -0.14
H 0.5830 -1.6241 -5.5035 0.45
H -2.3427 1.3895 -3.4925 -0.13
H -1.3343 -5.9802 -3.4949 0.33
H 1.9898 -5.9914 3.8881 0.32
H -2.1961 -2.1971 4.5653 0.17
H 4.2338 1.3008 2.8911 -0.23
H -2.1518 -1.8156 6.1766 0.27
H 5.5101 2.4598 2.6090 0.24
H 2.5771 3.2317 -2.9318 0.31
H -3.6653 -2.6460 -0.1193 0.08
H 1.2482 4.7939 0.4182 0.18
H 3.2456 -0.0403 -1.9075 -0.15
H -3.7684 0.4231 -0.2623 -0.35
H -4.2536 -0.5174 -1.5286 0.18
H 1.1908 -1.6416 -1.4516 -0.98
H 1.0708 3.6361 -2.1658 0.16
H 8.2602 1.0579 2.9933 0.30
H 3.0241 -0.8017 3.3411 0.14
H 1.5132 -1.3950 2.7510 -0.32
H 2.6954 3.8394 -0.0990 -0.14
H 3.9632 -1.1738 1.0018 -0.41
H -2.7442 4.5344 -1.4078 0.16
H -4.0568 2.8891 1.8559 0.11
H 1.6606 -5.2711 1.5070 0.08
H -0.6686 -5.1645 4.7078 0.49
H -1.8026 0.1101 4.0218 -0.78
```

No. 2
Here is a 8-piece molecular cluster, C36H62O25P overall from the Open Molecules 2025 dataset. Energies are from wB97M-V/def2-TZVPD.

- total charge = +1
- energy (hartree) = -3630.7854
- largest force on an atom (eV/A) = 3.00
- gap between HOMO and LUMO (eV) = 9.081

The geometry in XYZ format:
```
124
Properties=species:S:1:pos:R:3:mulliken_charge:R:1
P -1.0896 -0.7486 -1.7795 0.08
O -4.6121 1.4690 6.6762 -0.31
O -4.0821 1.3923 0.7526 -0.49
O 6.5634 -8.9302 -0.8344 -0.33
O 1.2067 -7.5324 -2.5991 -0.46
O 0.9785 2.9600 1.8158 -0.62
O 3.7424 5.2777 6.3206 -0.30
O -2.3730 1.9003 6.8620 -0.65
O 3.8701 6.7840 4.6505 -0.27
O -0.5818 9.0026 4.1833 -0.57
O -3.8201 3.4947 6.0902 -0.26
O 1.4473 -3.5058 -7.8627 -0.30
O 2.6531 -2.6313 -6.1728 -0.30
O -6.2084 -2.8205 -0.4258 -0.54
O 1.7608 -4.7265 -5.9539 -0.51
O 3.0835 4.6814 4.2125 -0.53
O 1.0140 1.2185 3.2982 -0.33
O -8.1271 -1.5949 -0.2007 -0.32
O 8.8025 -8.4989 -0.6487 -0.53
O -0.0103 7.4512 2.6020 -0.38
O -0.6326 2.7504 3.4265 -0.32
O -6.3629 -0.7053 -1.2826 -0.24
O 2.9455 3.3996 -3.6220 -0.38
O 0.3354 1.5470 -2.7281 -0.32
O -0.0236 6.8654 4.7771 -0.39
O 7.3554 -6.9045 -1.4204 -0.33
C -6.8435 -1.7972 -0.6189 0.65
C -5.7326 2.3064 6.4614 -0.35
C 6.0072 -6.9617 -1.8461 -0.21
C 0.4955 2.3624 2.7630 0.65
C 0.3100 0.9709 4.5004 -0.44
C 4.0858 4.8192 -1.7286 -0.79
C 0.6022 -6.9147 -0.2364 -0.94
C 7.6733 -8.1428 -0.9416 0.56
C 3.8751 3.3766 -2.4817 -0.24
C 1.6736 -2.1446 -8.1758 -0.35
C 3.5265 5.5078 4.9925 0.68
C -0.2169 -4.2139 -3.8980 -0.23
C 2.8150 -1.7724 -7.2860 -0.31
C 0.1389 5.6759 4.0282 0.01
C 0.8515 2.8042 -2.1519 0.01
C -7.4591 0.1646 -1.4915 -0.33
C 1.5858 3.8023 -3.2303 -0.61
C 1.9385 -3.7109 -6.6056 0.63
C -2.5941 -0.7110 0.7111 -0.07
C 4.4628 6.3895 6.8186 -0.34
C -0.8135 1.1412 -1.8967 0.00
C -0.9839 1.6898 4.2952 0.52
C -2.7678 -1.1466 -0.8740 -0.28
C -1.1740 -1.6541 -3.4620 -0.40
C -0.5140 -5.8306 -3.6177 -0.48
C 1.6549 -6.6369 -1.5038 0.60
C -1.3379 -3.2687 -3.1586 -0.64
C -3.5022 2.2565 6.5691 0.70
C 0.8831 -6.6898 -3.7807 -0.45
C -5.1683 3.4375 5.6646 -0.23
C 0.5849 6.1702 2.6904 0.11
C 5.4429 -8.0928 -1.0492 -0.25
C -3.9517 0.0365 1.3119 -0.23
C 4.1190 7.4803 5.8569 -0.32
C -0.2355 7.8729 3.8806 0.54
C -8.4183 -0.2265 -0.4144 -0.34
H -4.4032 1.3357 -0.2029 0.30
H -0.8783 -6.0047 -2.4955 0.25
H 4.1554 6.6239 7.8415 0.30
H -0.3182 -1.3870 -4.2150 0.39
H -5.6789 4.3834 5.8652 0.30
H 1.1804 -7.0409 0.7942 0.33
H -2.9520 -2.3069 -0.9955 0.36
H -7.8628 -0.0096 -2.4944 0.26
H -1.3986 2.0759 5.2304 0.09
H 2.7768 -0.7246 -6.9759 0.28
H 1.5046 4.9418 -2.8837 0.31
H -6.1219 2.6317 7.4318 0.29
H 0.8015 -7.4402 -4.7028 0.31
H 3.2124 8.0223 6.1461 0.25
H -0.0035 -7.9166 -0.4635 0.26
H -1.7009 0.0730 0.7680 -0.12
H -1.7364 1.0645 3.8034 -0.21
H 3.1527 5.1598 -1.0694 0.15
H -0.0685 -1.4400 -0.9866 0.12
H 3.6366 2.5767 -1.6611 0.21
H -3.5858 -0.5105 -1.4478 0.12
H -2.3190 -1.6826 1.3165 0.31
H -4.9294 -0.6272 1.1939 0.02
H 4.9359 8.1961 5.7303 0.29
H -0.1705 -6.0379 -0.1518 0.18
H -6.5198 1.7704 5.9241 0.30
H -1.1522 -3.3967 -1.9864 0.17
H 1.9159 -2.0253 -9.2353 0.31
H 0.8862 1.3780 5.3380 0.31
H -0.0841 3.4105 -1.7292 0.31
H 5.5312 6.1492 6.8141 0.27
H 1.5013 2.5135 -1.2233 0.09
H 0.9272 3.7498 -4.2247 0.28
H 4.9416 3.0788 -2.9267 0.30
H 4.9681 4.6588 -0.9409 0.33
H 3.7876 -1.9719 -7.7478 0.30
H -2.4587 -3.6210 -3.3361 0.32
H -3.7726 0.1038 2.4901 0.25
H 1.6368 -5.4985 -1.8214 -0.01
H 0.7658 -1.5745 -7.9519 0.24
H -0.2382 -4.0373 -5.0588 0.14
H 2.7638 -6.8597 -1.1439 -0.24
H -0.8223 5.1531 3.9817 0.31
H 0.8777 5.0202 4.4971 0.08
H -0.5822 1.5094 -0.7855 0.12
H 0.1698 -0.1026 4.6539 0.34
H 5.9844 -7.1570 -2.9235 0.27
H 1.6725 6.2806 2.6266 0.11
H 4.6557 -8.6288 -1.5866 0.29
H 4.4690 5.6864 -2.4450 0.27
H -9.4607 -0.0947 -0.7172 0.32
H -1.7985 1.6751 -2.2732 0.28
H -8.2463 0.3213 0.5180 0.27
H 5.0535 -7.7675 -0.0788 0.27
H -7.1462 1.2092 -1.4108 0.30
H 5.4966 -6.0158 -1.6455 0.26
H 0.8484 -3.9912 -3.4099 0.19
H -1.3227 -6.2803 -4.3354 0.34
H -2.2010 -1.3168 -3.9673 0.39
H -5.1911 3.2423 4.5872 0.22
H 1.8227 -5.9986 -4.0061 0.28
H 0.2443 5.5273 1.8742 0.16
```